1.
C20H39BClNO11PS2 | the ωB97M-V functional and the def2-TZVPD basis

The value obtained for the frontier orbital gap is 6.1 eV. The energy relative to the best compared isomer or geometry (same formula, charge and spin) comes out at 7.313 eV. For the HOMO energy, the calculation gives -10.6 eV. The charge is +1. The multiplicity is 1. The LUMO energy comes out at -4.49 eV.

```
76
Properties=species:S:1:pos:R:3:forces:R:3
C -0.352120 1.308216 3.638411 0.789 1.551 -0.811
C 0.129019 2.526570 2.979133 -0.585 -1.755 0.369
C 1.252094 2.429820 1.807671 1.027 -0.039 2.186
C 1.736742 0.890436 1.760032 -0.167 -2.179 -1.441
C 1.209024 -0.119054 0.695592 2.246 -0.404 2.807
C 1.665260 -1.619487 0.705165 1.973 3.346 1.750
P 0.990239 -2.870667 -0.584805 -0.929 -0.069 -0.668
C 2.476915 -3.724396 -1.446989 1.392 0.024 0.391
O 0.201256 -1.999051 -1.866227 2.701 -0.338 1.211
C 2.674746 -2.064439 1.823853 -0.507 2.970 -0.192
C 3.215941 -3.587175 1.985827 -0.272 0.702 0.737
C 2.742479 -4.076078 3.448861 -0.921 -0.336 0.071
C 2.760977 -5.666000 3.657037 -0.212 0.212 0.754
C 4.226459 -6.322220 3.757064 -0.562 -1.181 0.716
O 5.315578 -5.433907 3.409988 -0.497 -1.425 -1.424
C 6.010406 -5.872195 2.210487 0.749 0.539 -1.168
C 3.168207 -0.949762 2.817069 -1.108 -0.894 -1.067
O 4.124879 -1.216332 3.860335 -0.411 0.690 -4.011
B 5.413126 -1.171686 3.149821 2.108 -0.227 -0.692
O 5.918986 0.039729 2.520746 -2.044 -2.647 -0.015
O 6.251155 -2.354818 2.993862 -1.610 2.316 1.501
N 2.700038 0.429649 2.752175 -1.252 -1.702 -2.035
Cl 3.281094 1.562123 3.931830 -0.376 -0.967 -0.802
H 0.306728 0.871232 4.461852 -0.266 -0.803 -2.335
H -1.368396 0.851692 3.377429 0.741 1.672 1.883
H -0.322395 3.515084 3.337847 -0.229 -1.276 -2.142
H 0.803516 2.780891 0.809796 0.372 -0.960 1.575
H 2.130326 3.153283 2.020719 -1.109 -1.338 -0.524
H 0.471709 0.319175 -0.071946 1.331 -0.996 1.345
H 2.398880 -3.691151 -2.588110 0.009 0.194 1.654
H 2.544900 -4.839284 -1.150387 -0.480 1.836 -0.359
H 3.469742 -3.251879 -1.079995 -1.560 -0.688 -0.892
H 0.884713 -1.643310 -2.494086 -0.913 -0.310 0.651
H 4.366791 -3.631853 1.867182 -1.953 0.116 0.234
H 2.723329 -4.289600 1.208203 0.752 1.425 1.166
H 3.289316 -3.562389 4.313897 -0.503 -0.722 -1.523
H 1.634088 -3.746747 3.544998 1.721 -0.564 -0.140
H 2.247723 -5.864389 4.677192 0.756 0.361 -1.686
H 2.098374 -6.208954 2.884403 1.161 0.985 0.965
H 4.196690 -7.290687 3.120578 0.393 1.640 0.892
H 4.420699 -6.679843 4.839403 -0.380 0.703 -1.656
H 6.984733 -6.447849 2.437908 -1.686 0.667 -0.133
H 5.341379 -6.480799 1.492766 0.960 0.775 1.308
H 6.345992 -4.945359 1.598868 -0.585 -1.291 1.183
H 6.099414 -0.256855 1.589619 0.422 0.604 1.172
H 6.976959 -2.286125 3.655467 -0.393 -0.295 -0.796
O -5.192299 -0.488892 -0.975130 0.147 -0.110 -0.663
S -5.003070 0.159558 -2.247103 0.053 0.583 -0.159
O -5.622120 -0.331480 -3.449627 0.265 -0.098 0.744
O -3.416242 0.338895 -2.514517 -0.711 0.383 0.268
C -2.580331 -0.813943 -2.437128 0.432 -0.744 -0.212
C -2.691856 -1.666886 -3.686962 -0.252 -0.152 -0.141
C -5.394281 1.878159 -2.074921 0.221 0.029 -0.063
H -2.804181 -1.397076 -1.538864 -0.119 0.131 -0.016
H -1.553627 -0.454927 -2.340631 -0.293 0.275 0.059
H -3.681681 -2.122258 -3.764051 0.095 0.035 0.014
H -1.950919 -2.469511 -3.673289 -0.001 0.094 0.067
H -2.544548 -1.060518 -4.584139 0.054 -0.020 0.106
H -4.884123 2.269783 -1.195628 -0.030 -0.059 -0.091
H -6.473801 1.966272 -1.952610 0.075 -0.173 -0.026
H -5.077799 2.404758 -2.975065 -0.032 -0.041 0.087
O -5.534703 6.890507 -1.565971 0.301 -0.441 -0.541
S -5.760837 6.390989 -2.897043 -0.421 0.531 -0.501
O -5.200525 5.142040 -3.345567 0.004 0.418 0.508
O -5.383062 7.544963 -3.964770 -0.701 -0.612 0.510
C -4.088041 8.139793 -3.894831 1.023 0.286 -0.069
C -3.026769 7.239403 -4.499133 0.057 -0.329 0.074
C -7.504406 6.367198 -3.207214 0.011 0.109 -0.126
H -3.839607 8.407634 -2.863832 -0.181 -0.106 -0.009
H -4.136076 9.069684 -4.466591 -0.344 -0.142 0.070
H -2.884158 6.340587 -3.894692 -0.001 0.083 -0.037
H -2.068695 7.760509 -4.560842 -0.111 0.052 -0.006
H -3.319972 6.912649 -5.499741 0.030 0.124 0.059
H -7.926762 7.329436 -2.919997 0.097 -0.076 -0.020
H -7.941414 5.570502 -2.605059 0.166 0.034 0.008
H -7.671807 6.168604 -4.265591 0.071 0.013 0.094
```
Forces are in eV/Å.

=====

2.
C3H10NO3 | the ωB97M-V functional and the def2-TZVPD basis

The value obtained for the frontier orbital gap is 12.5 eV. The energy relative to the best compared isomer or geometry (same formula, charge and spin) comes out at 2.380 eV. For the HOMO energy, the calculation gives -15.7 eV. The charge is +1. The multiplicity is 1. The LUMO energy comes out at -3.21 eV.

```
17
Properties=species:S:1:pos:R:3:forces:R:3
C -1.593399 -1.471997 0.661104 -1.130 -1.473 -0.198
C -1.160480 -0.087114 0.963652 0.492 0.616 -0.678
C 0.613427 1.126008 -0.309767 0.896 1.251 -0.910
N 1.480701 -0.505965 -1.037087 1.909 0.348 -0.124
O 0.878077 2.038860 -1.352918 -1.110 -0.760 1.433
O 1.311481 1.231293 0.814679 -1.542 -0.662 0.047
O -0.597785 0.705176 -0.242823 -0.590 -0.480 0.959
H -2.221299 -1.760702 -0.233748 1.028 1.039 0.513
H -0.787176 -2.198923 0.787061 -0.223 -0.037 -0.045
H -2.356558 -1.616810 1.458289 0.697 -0.392 -0.110
H -0.501719 -0.062658 1.832158 0.442 0.163 -0.524
H -2.017806 0.464824 1.234693 -0.785 1.076 -0.073
H 2.426006 -0.915878 -0.665826 -2.601 0.817 -0.795
H 0.721457 -1.172881 -1.136960 0.370 -0.380 0.234
H 1.649528 -0.120956 -1.967692 0.217 -0.354 0.036
H 0.070938 2.568938 -1.675537 1.298 -1.516 0.947
H 2.084606 1.778786 0.870721 0.631 0.745 -0.711
```
Forces are in eV/Å.

=====

3.
C28H30O3PSn | the ωB97M-V functional and the def2-TZVPD basis

The value obtained for the frontier orbital gap (spin up / spin down) is 5.2 / 5.6 eV. The energy relative to the best compared isomer or geometry (same formula, charge and spin) comes out at 1.347 eV. For the HOMO energy (spin up / spin down), the calculation gives -17.0 / -17.0 eV. The charge is +3. The multiplicity is 1. The LUMO energy (spin up / spin down) comes out at -11.77 / -11.39 eV.

```
63
Properties=species:S:1:pos:R:3:forces:R:3
Sn -1.869689 0.154214 0.469843 -0.888 0.970 -1.229
C -3.143689 -1.323786 -2.523557 0.220 -0.399 -0.291
O -3.474289 -0.442386 -1.449157 0.450 0.279 0.914
C -4.621789 0.365814 -1.741657 -0.142 0.498 0.243
C -4.968989 1.203114 -0.508257 -0.421 -0.736 -0.158
O -3.818789 1.765814 0.124843 0.755 -0.492 0.140
C -3.388089 3.065814 -0.275357 0.576 0.504 -0.086
C -2.443889 3.041014 -1.476157 -0.477 -0.021 0.207
O -1.446589 2.034114 -1.251057 -0.243 -0.589 0.892
C -0.543889 1.900914 -2.345157 0.399 -0.120 -0.324
H -3.982389 -1.991086 -2.727057 0.052 -0.010 0.022
H -2.274389 -1.903886 -2.210757 -0.083 -0.016 -0.075
H -2.898489 -0.763986 -3.428457 -0.034 0.058 0.056
H -5.469089 -0.285886 -1.981757 0.071 0.098 0.019
H -4.410289 0.998114 -2.610157 0.072 -0.113 0.013
H -5.429489 0.562414 0.255543 0.051 0.199 -0.195
H -5.680989 1.986814 -0.783257 0.086 -0.056 0.094
H -2.865289 3.472214 0.600843 -0.170 -0.004 -0.209
H -4.244489 3.705414 -0.504557 0.028 -0.069 0.115
H -1.959089 4.018414 -1.583857 -0.080 -0.111 0.028
H -2.982489 2.812614 -2.402357 0.113 -0.024 0.041
H 0.073811 2.795514 -2.440457 -0.001 -0.026 0.046
H -1.081389 1.738614 -3.281257 -0.064 -0.023 0.049
H 0.085511 1.035014 -2.136657 0.043 0.077 -0.077
C 5.007811 1.996314 -1.425057 -0.153 -0.034 -0.023
C 4.684111 2.200714 -0.090357 0.007 0.073 0.168
C 3.568911 1.601314 0.465943 -0.020 0.086 0.098
C 2.805711 0.730214 -0.322357 -0.836 -0.269 -0.055
C 3.146011 0.502914 -1.660157 -0.037 -0.082 -0.122
C 4.241011 1.140414 -2.207457 -0.088 -0.045 -0.042
P 1.507011 -0.286686 0.414143 1.526 -0.658 1.146
C 1.046811 0.516314 1.974243 -0.290 -0.176 -0.606
C 1.011311 -0.143286 3.204343 0.098 -0.071 -0.058
C 0.731411 0.582614 4.352043 0.008 -0.164 0.016
C 0.468011 1.945114 4.284143 -0.018 0.071 -0.187
C 0.411811 2.583214 3.051343 -0.066 0.085 0.042
C 0.685411 1.874814 1.891943 0.113 -0.037 -0.195
C 2.166111 -1.970286 0.583443 -0.666 0.733 -0.313
C 3.453411 -2.446786 0.636343 -0.134 -0.016 -0.007
C 3.622511 -3.840086 0.732643 0.098 0.036 0.055
C 2.550811 -4.697186 0.775343 -0.032 -0.185 -0.007
C 1.216611 -4.238586 0.734643 -0.133 0.892 -0.009
C 0.050611 -5.028386 0.739243 -0.100 -0.270 0.031
C -1.180589 -4.465786 0.556443 0.085 -0.080 0.040
C -1.340989 -3.064886 0.385543 -0.461 0.751 -0.195
C -0.213689 -2.306186 0.375243 -0.148 -0.246 -0.258
C 1.052811 -2.830186 0.579043 0.490 -0.015 0.072
H 5.846911 2.514414 -1.864057 0.125 -0.009 0.009
H 5.306611 2.836414 0.520843 0.017 0.070 0.064
H 3.322911 1.766114 1.504543 0.044 0.056 0.033
H 2.551111 -0.174386 -2.257957 0.018 -0.066 -0.121
H 4.497611 0.978814 -3.240657 0.043 -0.047 -0.160
H 1.268811 -1.192186 3.268443 -0.025 -0.055 0.039
H 0.734811 0.089414 5.312043 0.078 -0.069 0.075
H 0.325911 2.515614 5.189843 -0.119 -0.003 0.072
H 0.187211 3.638214 2.999143 0.010 0.080 -0.010
H 0.736011 2.386214 0.933843 -0.063 0.053 0.062
H 4.314511 -1.796986 0.604743 0.053 0.105 -0.025
H 4.624011 -4.242786 0.757443 0.060 -0.026 0.018
H 2.719011 -5.764586 0.780143 0.067 -0.104 0.079
H 0.136711 -6.095586 0.897143 -0.020 -0.042 -0.076
H -2.070289 -5.076286 0.537943 -0.071 -0.074 0.010
H -2.356589 -2.682986 0.235743 0.227 -0.121 0.104
```
Forces are in eV/Å.

=====

4.
F5N2 | the ωB97M-V functional and the def2-TZVPD basis

The value obtained for the frontier orbital gap (spin up / spin down) is 8.3 / 8.8 eV. The energy relative to the best compared isomer or geometry (same formula, charge and spin) comes out at 0.572 eV. For the HOMO energy (spin up / spin down), the calculation gives -18.0 / -18.2 eV. The charge is +1. The multiplicity is 1. The LUMO energy (spin up / spin down) comes out at -9.72 / -9.44 eV.

```
7
Properties=species:S:1:pos:R:3:forces:R:3
N 1.318522 0.153125 -0.262137 -1.217 -1.169 -1.643
N -0.849401 -0.053839 -0.093566 3.463 -2.141 1.421
F 1.771403 1.140965 0.390413 -0.052 -0.842 1.048
F 1.573975 -0.984457 0.314527 0.620 1.395 0.566
F -1.382797 -0.298597 1.116685 -0.360 -0.195 -0.797
F -1.247819 1.056963 -0.503968 -1.916 2.626 -1.153
F -1.183883 -1.014163 -0.961952 -0.538 0.326 0.559
```
Forces are in eV/Å.

=====

5.
C4H6O2 | the ωB97M-V functional and the def2-TZVPD basis

The value obtained for the frontier orbital gap is 10.4 eV. The energy relative to the best compared isomer or geometry (same formula, charge and spin) comes out at 0.776 eV. For the HOMO energy, the calculation gives -10.0 eV. The charge is 0. Its structure (SMILES) is CC(=O)CC=O. The multiplicity is 1. The LUMO energy comes out at 0.42 eV.

```
12
Properties=species:S:1:pos:R:3:forces:R:3
C 1.367141 0.291804 -0.810275 0.021 0.018 -0.052
C 0.465323 0.705945 0.330775 0.077 0.353 0.157
O 0.526488 1.800529 0.846034 -0.054 -0.531 -0.280
C -0.551656 -0.333346 0.813901 -0.006 -0.042 0.068
C -1.606320 -0.527034 -0.256119 0.055 -0.122 -0.167
O -1.601651 -1.444518 -1.037448 -0.039 0.274 0.231
H 0.931920 -0.512843 -1.410062 0.055 0.116 0.114
H 2.316823 -0.066699 -0.394596 -0.156 0.033 -0.017
H 1.582717 1.160389 -1.436863 -0.017 -0.108 0.108
H -0.060068 -1.297728 0.985157 -0.029 0.169 -0.058
H -1.005893 0.046195 1.732854 0.052 -0.048 -0.117
H -2.378755 0.267381 -0.312048 0.041 -0.112 0.013
```
Forces are in eV/Å.

=====

6.
C4H8N2O | the ωB97M-V functional and the def2-TZVPD basis

The value obtained for the frontier orbital gap is 9.4 eV. The energy relative to the best compared isomer or geometry (same formula, charge and spin) comes out at 1.051 eV. For the HOMO energy, the calculation gives -8.6 eV. The charge is 0. Its structure (SMILES) is Cc1cnc[nH]1.O. The multiplicity is 1. The LUMO energy comes out at 0.82 eV.

```
15
Properties=species:S:1:pos:R:3:forces:R:3
C 1.671181 -0.072495 1.134200 0.233 -1.389 0.791
C 0.421036 -0.413728 0.416009 -0.241 0.118 -0.510
C -0.894301 -0.151594 0.669973 0.160 0.049 0.281
N -1.708151 -0.673834 -0.307716 -0.021 -0.008 0.192
C -0.901407 -1.280718 -1.135644 -0.255 0.668 -0.471
N 0.399059 -1.111237 -0.770807 0.457 -0.521 0.011
H 2.537061 -0.586814 0.727779 0.222 0.454 -0.793
H 1.846053 0.976816 1.313238 -0.012 0.228 -0.208
H 1.661040 -0.611534 2.080473 -0.329 0.400 0.563
H -1.261069 0.391789 1.524825 -0.214 0.023 -0.064
H -1.213139 -1.634766 -2.109793 0.202 -0.388 0.229
H 1.194016 -1.606489 -1.154491 -0.227 0.283 -0.046
O 0.334817 2.651927 -0.038108 0.089 0.589 -0.090
H 0.134413 3.552720 -0.343339 0.002 -0.583 0.079
H -0.282284 2.056680 -0.477609 -0.068 0.078 0.036
```
Forces are in eV/Å.

=====

Please write out number 6 again, unchanged.
C4H8N2O | the ωB97M-V functional and the def2-TZVPD basis

The value obtained for the frontier orbital gap is 9.4 eV. The energy relative to the best compared isomer or geometry (same formula, charge and spin) comes out at 1.051 eV. For the HOMO energy, the calculation gives -8.6 eV. The charge is 0. Its structure (SMILES) is Cc1cnc[nH]1.O. The multiplicity is 1. The LUMO energy comes out at 0.82 eV.

```
15
Properties=species:S:1:pos:R:3:forces:R:3
C 1.671181 -0.072495 1.134200 0.233 -1.389 0.791
C 0.421036 -0.413728 0.416009 -0.241 0.118 -0.510
C -0.894301 -0.151594 0.669973 0.160 0.049 0.281
N -1.708151 -0.673834 -0.307716 -0.021 -0.008 0.192
C -0.901407 -1.280718 -1.135644 -0.255 0.668 -0.471
N 0.399059 -1.111237 -0.770807 0.457 -0.521 0.011
H 2.537061 -0.586814 0.727779 0.222 0.454 -0.793
H 1.846053 0.976816 1.313238 -0.012 0.228 -0.208
H 1.661040 -0.611534 2.080473 -0.329 0.400 0.563
H -1.261069 0.391789 1.524825 -0.214 0.023 -0.064
H -1.213139 -1.634766 -2.109793 0.202 -0.388 0.229
H 1.194016 -1.606489 -1.154491 -0.227 0.283 -0.046
O 0.334817 2.651927 -0.038108 0.089 0.589 -0.090
H 0.134413 3.552720 -0.343339 0.002 -0.583 0.079
H -0.282284 2.056680 -0.477609 -0.068 0.078 0.036
```
Forces are in eV/Å.

=====

What is the energy relative to the best compared isomer or geometry (same formula, charge and spin) in the fifth record? 0.776 eV